C60H160O20 | the ωB97M-V functional and the def2-TZVPD basis

For the largest force on an atom, the calculation gives 4.32 eV/Å. Its energy above the lowest of the compared OMol25 structures with the same formula, charge and spin is 7.111 eV. As for the spin multiplicity: 1. For the HOMO energy, the calculation gives -9.328 eV. The gap between HOMO and LUMO is 9.659 eV.

Each line ends with the Löwdin charge.
Geometry (Å):
C  0.3253  4.7079  -4.5228  -0.05
C  1.1503  5.1046  -3.2935  -0.50
C  1.0003  3.9471  -2.2879  -0.04
O  2.4292  5.3524  -3.7706  -0.03
H  0.3848  5.4561  -5.3133  0.09
H  -0.7529  4.5666  -4.4471  0.06
H  0.6815  3.7176  -4.8066  0.06
H  0.7071  5.9644  -2.7911  0.11
H  1.1569  4.5073  -1.3661  0.04
H  1.7730  3.2204  -2.5388  0.08
H  -0.0063  3.5301  -2.3190  0.07
H  2.7628  4.5541  -4.1867  0.04
C  1.4419  4.3998  3.2414  -0.04
C  0.0924  4.0402  2.6135  -0.41
C  -0.2598  2.4916  2.6728  -0.03
O  -0.9385  4.7843  3.2924  -0.08
H  2.2954  4.0078  2.6883  0.07
H  1.5546  4.0215  4.2574  0.08
H  1.5907  5.4796  3.2293  0.06
H  -0.0198  4.3217  1.5665  0.12
H  0.4156  1.9270  2.0300  0.05
H  -1.2035  2.3437  2.1478  0.06
H  -0.2468  2.1387  3.7040  0.08
H  -1.2229  4.4382  4.1415  0.09
C  -0.4204  -5.5422  -4.0073  -0.04
C  -1.7244  -4.7099  -4.3958  -0.42
C  -1.8831  -3.4605  -3.5169  -0.06
O  -1.5008  -4.3390  -5.7540  -0.07
H  -0.2592  -6.4871  -4.5262  0.07
H  -0.5547  -5.8189  -2.9616  0.05
H  0.4981  -4.9687  -4.1318  0.08
H  -2.5583  -5.4060  -4.3058  0.12
H  -2.6202  -2.7560  -3.9023  0.07
H  -1.0155  -2.8541  -3.2568  0.06
H  -2.2147  -3.8008  -2.5359  0.06
H  -1.1746  -5.0470  -6.3144  0.08
C  -4.3908  0.3436  5.0079  -0.07
C  -3.9335  1.7769  5.2904  -0.41
C  -4.1309  2.6360  3.9741  -0.05
O  -4.8036  2.3226  6.3291  -0.08
H  -5.3981  0.4008  4.5952  0.08
H  -4.4928  -0.3212  5.8656  0.08
H  -3.6808  -0.2307  4.4127  0.06
H  -2.9649  1.8566  5.7840  0.13
H  -5.1715  2.7512  3.6708  0.08
H  -3.4801  2.2519  3.1886  0.05
H  -3.9014  3.6969  4.0739  0.06
H  -5.6982  2.4838  6.0203  0.08
C  -1.5759  -6.2561  0.3172  -0.03
C  -0.8086  -7.5392  -0.1995  -0.50
C  -0.0687  -8.2366  0.8965  -0.06
O  -1.7663  -8.3810  -0.8020  -0.05
H  -2.1972  -5.8234  -0.4668  0.05
H  -0.8830  -5.5471  0.7702  0.07
H  -2.2719  -6.5358  1.1081  0.07
H  -0.1496  -7.1717  -0.9861  0.12
H  0.6056  -9.0492  0.6262  0.08
H  -0.7865  -8.7571  1.5305  0.09
H  0.5188  -7.5160  1.4654  0.08
H  -1.3043  -9.1551  -1.1321  0.09
C  0.6151  0.3685  -0.6729  -0.03
C  -0.1223  -0.6666  0.1792  -0.45
C  -0.7890  -1.7642  -0.5983  -0.05
O  0.8640  -1.2581  1.0035  -0.07
H  -0.0537  0.8263  -1.4017  0.06
H  1.5121  0.0071  -1.1757  0.08
H  0.8673  1.1647  0.0275  0.06
H  -0.8294  -0.1560  0.8329  0.13
H  -0.1519  -2.6243  -0.8043  0.09
H  -1.1560  -1.3693  -1.5457  0.05
H  -1.6520  -2.2543  -0.1475  0.08
H  0.4124  -1.7649  1.6822  0.07
C  -3.8367  3.6163  -3.4559  -0.05
C  -5.0362  4.3674  -2.8575  -0.50
C  -5.0636  5.7992  -3.3634  -0.05
O  -6.1965  3.7717  -3.4053  -0.06
H  -2.8273  3.9860  -3.2754  0.06
H  -4.0055  3.5784  -4.5321  0.09
H  -3.7909  2.5919  -3.0863  0.06
H  -5.0605  4.2281  -1.7767  0.12
H  -5.9433  6.3944  -3.1185  0.08
H  -4.9057  5.8078  -4.4419  0.09
H  -4.2246  6.3297  -2.9131  0.06
H  -6.9484  4.3639  -3.3312  0.08
C  -2.2910  7.7083  -0.3692  -0.04
C  -2.8111  6.5732  0.4535  -0.52
C  -2.6786  5.2195  -0.1966  -0.03
O  -1.9506  6.6329  1.5142  -0.06
H  -1.2433  7.5392  -0.6179  0.07
H  -2.2486  8.6383  0.1977  0.09
H  -2.9577  7.9122  -1.2071  0.07
H  -3.8184  6.7556  0.8280  0.14
H  -2.9341  4.3517  0.4115  0.07
H  -1.6777  4.9062  -0.4936  0.08
H  -3.3124  5.2033  -1.0832  0.04
H  -2.1492  5.9555  2.1648  0.06
C  -1.6414  -3.5158  4.9214  -0.05
C  -0.4498  -3.0966  4.0856  -0.46
C  0.5790  -4.1928  4.1340  -0.04
O  -1.0125  -3.0308  2.7467  -0.07
H  -2.0692  -4.4660  4.6017  0.09
H  -2.4354  -2.7691  4.9209  0.08
H  -1.1387  -3.6837  5.8739  0.08
H  -0.1524  -2.1074  4.4336  0.12
H  1.5324  -3.9039  3.6917  0.07
H  -0.0044  -5.0475  3.7915  0.09
H  0.8712  -4.3773  5.1678  0.07
H  -1.9317  -2.8122  2.9170  0.04
C  5.0499  4.3857  0.9764  -0.07
C  6.0011  4.9819  -0.0373  -0.43
C  5.4032  4.8927  -1.4866  -0.04
O  5.9325  6.3842  0.1975  -0.09
H  5.0250  3.2979  0.9112  0.06
H  4.0205  4.6835  0.7771  0.06
H  5.2986  4.6800  1.9961  0.09
H  7.0337  4.6751  0.1292  0.13
H  5.2825  3.8683  -1.8390  0.07
H  5.9447  5.4604  -2.2433  0.08
H  4.3955  5.3039  -1.4283  0.06
H  5.2535  6.7489  -0.3748  0.02
C  1.5584  6.9890  -0.2183  -0.07
C  2.5429  7.9486  0.2627  -0.47
C  3.0362  7.7810  1.7288  0.00
O  3.7383  7.8629  -0.4705  -0.07
H  0.7575  7.0458  0.5190  0.08
H  1.8675  5.9444  -0.1804  0.07
H  1.1140  7.1048  -1.2068  0.07
H  2.1075  8.9292  0.0707  0.14
H  3.3976  8.7181  2.1523  0.09
H  3.9609  7.2065  1.7819  0.06
H  2.4089  7.0956  2.2988  0.05
H  3.5280  7.8219  -1.4062  0.10
C  -4.8455  -5.0948  -2.2919  -0.06
C  -6.2905  -5.1503  -1.9549  -0.54
C  -7.1258  -4.1464  -2.7862  -0.04
O  -6.8097  -6.3756  -2.2191  -0.02
H  -4.1772  -5.8797  -1.9378  0.08
H  -4.3922  -4.1260  -2.0822  0.07
H  -4.6965  -5.1900  -3.3675  0.08
H  -6.3812  -5.0731  -0.8714  0.13
H  -6.8647  -3.1003  -2.6259  0.06
H  -8.2104  -4.2135  -2.7013  0.07
H  -6.9968  -4.2722  -3.8612  0.08
H  -7.7674  -6.3113  -2.2069  0.09
C  5.7506  -1.7812  1.6142  -0.06
C  4.6216  -0.8274  1.3196  -0.46
C  4.8071  0.0546  0.0412  -0.02
O  3.3999  -1.5712  1.3336  -0.08
H  6.0304  -2.5591  0.9039  0.07
H  5.5185  -2.2517  2.5696  0.06
H  6.6279  -1.1655  1.8130  0.08
H  4.4899  -0.2312  2.2225  0.12
H  5.5029  -0.4338  -0.6410  0.06
H  5.2210  1.0355  0.2753  0.05
H  3.8839  0.2160  -0.5154  0.06
H  2.6048  -1.0627  1.1580  0.03
C  -5.5112  0.3585  -1.4932  -0.03
C  -4.5393  -0.2254  -0.4355  -0.41
C  -4.4334  0.7908  0.6949  -0.07
O  -5.0220  -1.4927  0.1597  -0.06
H  -5.5293  -0.3048  -2.3579  0.08
H  -5.1833  1.3373  -1.8433  0.06
H  -6.4692  0.5539  -1.0114  0.09
H  -3.5408  -0.2925  -0.8674  0.12
H  -5.3889  1.0229  1.1651  0.09
H  -3.8709  1.6842  0.4236  0.07
H  -3.7485  0.5130  1.4960  0.06
H  -5.5394  -1.8204  -0.5796  0.07
C  -6.4103  -3.3673  2.8659  -0.04
C  -4.9049  -3.4067  2.9787  -0.51
C  -4.2751  -4.6437  2.2611  -0.04
O  -4.1222  -2.3122  2.6923  -0.05
H  -6.8225  -2.9888  3.8013  0.08
H  -6.8675  -4.3465  2.7237  0.08
H  -6.7653  -2.6535  2.1225  0.07
H  -4.6952  -3.6694  4.0156  0.12
H  -4.6966  -5.5579  2.6792  0.08
H  -3.1940  -4.7268  2.3725  0.05
H  -4.4680  -4.4989  1.1981  0.07
H  -4.5880  -1.8733  1.9767  0.05
C  2.0683  -3.0595  7.7007  -0.06
C  3.1109  -2.1434  7.0172  -0.44
C  2.7148  -1.7718  5.5764  -0.04
O  3.2857  -1.0205  7.9062  -0.07
H  1.0283  -2.7447  7.6143  0.07
H  2.3769  -3.2497  8.7286  0.08
H  2.1358  -3.9961  7.1471  0.06
H  4.0377  -2.7118  7.0946  0.13
H  3.3614  -1.0227  5.1195  0.08
H  1.7130  -1.3706  5.4230  0.07
H  2.8822  -2.6913  5.0155  0.06
H  2.4803  -0.5187  8.0515  0.08
C  0.7054  0.2599  -4.4212  -0.04
C  -0.4939  -0.3574  -5.1366  -0.46
C  -1.7281  0.1768  -4.3939  -0.05
O  -0.5186  -0.1289  -6.5501  -0.04
H  0.7654  0.0768  -3.3484  0.05
H  0.6587  1.3484  -4.3888  0.06
H  1.6305  0.0295  -4.9495  0.07
H  -0.4267  -1.4427  -5.0612  0.12
H  -1.9571  1.2147  -4.6355  0.08
H  -1.4492  0.1980  -3.3404  0.05
H  -2.6368  -0.4231  -4.4429  0.07
H  -1.1713  -0.7593  -6.8635  0.09
C  4.4217  -5.3360  2.7285  -0.04
C  5.2074  -5.7718  3.9862  -0.44
C  6.0131  -4.7282  4.7904  -0.05
O  4.2884  -6.3107  4.9443  -0.09
H  3.8483  -6.2121  2.4256  0.07
H  5.1254  -5.1757  1.9116  0.07
H  3.7553  -4.4823  2.8517  0.06
H  5.7642  -6.6726  3.7280  0.13
H  6.6250  -4.1917  4.0653  0.06
H  6.8141  -5.2368  5.3269  0.08
H  5.6230  -3.8455  5.2973  0.07
H  4.5488  -6.2402  5.8656  0.08
C  4.6293  -1.6147  -3.5931  -0.04
C  5.3788  -2.7185  -2.8457  -0.53
C  4.5776  -3.6383  -1.8661  -0.03
O  5.7762  -3.5375  -3.8432  -0.04
H  3.8460  -2.1681  -4.1110  0.09
H  5.3202  -1.0808  -4.2455  0.07
H  4.0762  -0.9422  -2.9373  0.06
H  6.2276  -2.2699  -2.3294  0.12
H  4.0402  -3.0813  -1.0986  0.06
H  5.1539  -4.4485  -1.4195  0.07
H  3.7946  -4.1663  -2.4104  0.07
H  6.4043  -4.1875  -3.5197  0.10
C  5.5893  3.6723  -5.7455  -0.04
C  4.3932  2.7433  -6.0545  -0.45
C  4.5354  1.4680  -5.2137  -0.05
O  3.2490  3.3803  -5.5426  -0.08
H  6.4354  3.4518  -6.3963  0.08
H  5.8219  3.7668  -4.6848  0.07
H  5.3034  4.6644  -6.0948  0.08
H  4.2831  2.6505  -7.1349  0.15
H  3.6133  1.0137  -5.5762  0.06
H  4.4294  1.5718  -4.1338  0.08
H  5.3277  0.7508  -5.4278  0.07
H  2.5121  3.0831  -6.0814  0.10